Record 1
Computed, not measured: C3H5ClN2O2S2 in the gas phase, with ωB97M-V with the def2-TZVPD basis set.

The geometry in XYZ format:
```
15
Properties=species:S:1:pos:R:3:forces:R:3
Cl -2.2300 -1.5304 -0.7934 -0.25 -0.02 -0.17
S -0.3604 0.1887 0.8584 2.20 -0.04 -0.69
S -3.0970 0.3682 -0.0207 -2.38 -1.32 1.04
O -2.1372 0.6101 1.1613 -1.60 0.19 0.12
O -4.3788 -0.0782 0.5067 1.00 0.67 -0.54
N 1.5787 0.1748 -0.9488 -0.62 -0.13 2.61
N 1.2421 -0.2215 0.2860 1.22 1.26 -2.63
C -0.4895 1.0159 -0.6171 -0.13 0.50 1.39
C 0.5923 0.9747 -1.3970 2.30 0.67 -2.89
C 2.2548 -1.0260 0.9375 0.74 0.40 -0.90
H 3.0265 -0.4707 1.5086 -0.90 0.14 -0.10
H 2.8154 -1.4453 0.0803 -0.42 -0.58 0.83
H -1.3807 1.5698 -0.7420 -0.18 0.62 -0.57
H 0.8864 1.5430 -2.3712 -1.25 -1.22 1.87
H 1.6775 -1.6730 1.5514 0.29 -1.15 0.62
```
Forces are in eV/Å.

Calculated values
highest occupied orbital energy = -0.3590 Eh
HOMO-LUMO gap = 8.674 eV
M = 200.7 u
electronic energy = -44457.1067 eV
energy above the lowest of the compared OMol25 structures with the same formula, charge and spin = 2.6 kcal/mol

Record 2
Computed, not measured: CCl2S in the gas phase, with ωB97M-V with the def2-TZVPD basis set.

The geometry in XYZ format:
```
4
Properties=species:S:1:pos:R:3:forces:R:3
Cl 0.3360 0.1555 -1.2443 -0.57 -0.35 -0.10
Cl 1.7023 1.1569 0.5328 0.62 0.42 0.32
S -1.2024 -0.7474 1.1096 0.01 -0.01 -1.04
C -0.8358 -0.5650 -0.3981 -0.06 -0.06 0.82
```
Forces are in eV/Å.

Calculated values
highest occupied orbital energy (spin up / spin down) = -0.3284 / -0.3646 Eh
HOMO-LUMO gap (spin up / spin down) = 6.460 / 8.149 eV
M = 115.0 u
electronic energy = -36913.3462 eV
energy above the lowest of the compared OMol25 structures with the same formula, charge and spin = 67.3 kcal/mol

Record 3
Computed, not measured: a molecular structure, NO6S2, with ωB97M-V with the def2-TZVPD basis set.

The geometry in XYZ format:
```
9
Properties=species:S:1:pos:R:3:forces:R:3
S 1.1067 0.0141 1.9164 -0.20 2.36 1.38
S -0.5667 0.2571 0.0633 0.56 -1.13 -0.93
O -1.9451 0.5567 0.2310 -1.40 0.27 -0.09
O -0.4399 -1.1662 -1.1600 -0.46 1.25 -1.67
O 2.2948 -0.1000 1.1063 0.69 -0.91 -0.58
O 0.5107 1.4044 1.6031 0.32 -1.49 1.40
O -0.4275 0.5687 -2.5057 0.00 -2.45 0.32
O -0.2339 -0.8862 1.1509 0.63 0.88 -0.31
N -0.2990 -0.6487 -2.4053 -0.13 1.24 0.47
```
Forces are in eV/Å.

Calculated values
highest occupied orbital energy = -0.1920 Eh
HOMO-LUMO gap = 8.852 eV
M = 174.1 u
electronic energy = -35443.4392 eV
charge = -1
energy above the lowest of the compared OMol25 structures with the same formula, charge and spin = 18.3 kcal/mol

Record 4
Computed, not measured: a gas-phase ion, C6H5N2O3S (charge +1), with ωB97M-V with the def2-TZVPD basis set.

The geometry in XYZ format:
```
17
Properties=species:S:1:pos:R:3:forces:R:3
S -2.2291 -1.8691 -0.2138 2.90 1.40 1.58
O -2.1364 -1.9797 1.4054 -0.48 0.03 -0.40
O 4.0997 -1.1891 0.5301 3.36 -0.51 0.57
O -1.6641 -3.0851 -0.6765 -0.09 -1.41 -1.06
N 3.0236 -1.1716 0.2264 -3.73 0.84 -0.39
N 1.9161 -1.1233 0.0348 -1.18 -1.02 -0.38
C -1.3727 0.8146 -0.4184 -2.85 -5.62 -1.59
C 0.4687 2.1920 -0.2587 0.44 2.07 0.35
C -0.9097 2.0320 -0.4778 0.76 3.68 0.42
C 1.2619 1.1101 -0.1553 1.98 -1.22 1.24
C -0.6049 -0.3914 -0.3406 -1.15 -0.66 0.61
C 0.7667 -0.2130 -0.1829 -0.55 1.36 -0.26
H 2.3226 1.2067 0.1986 -1.02 0.35 -0.75
H -2.4758 0.5673 -0.6838 1.73 0.96 0.81
H 1.0065 3.1451 -0.0381 -1.02 -0.57 -0.60
H -1.8096 -2.8791 1.6306 -0.10 0.44 -0.17
H -1.6634 2.8336 -0.5799 1.00 -0.12 0.01
```
Forces are in eV/Å.

Calculated values
highest occupied orbital energy = -0.5003 Eh
HOMO-LUMO gap = 8.368 eV
M = 185.2 u
electronic energy = -26246.7881 eV
charge = +1
energy above the lowest of the compared OMol25 structures with the same formula, charge and spin = 129.5 kcal/mol

Record 5
Computed, not measured: 2 unconnected molecules or ions with the total composition C18H38FN4O4, with ωB97M-V with the def2-TZVPD basis set.

The geometry in XYZ format:
```
65
Properties=species:S:1:pos:R:3:forces:R:3
F -2.6815 -1.1645 -2.2764 -0.12 0.08 -0.21
O 0.7924 2.5789 -3.5896 0.05 0.26 0.01
O -3.0592 -1.4500 5.9868 0.11 -0.09 -0.06
O -1.9748 -3.2694 5.4073 0.23 0.14 0.07
O -0.9001 -0.3134 1.8172 0.22 -0.11 -0.15
N -1.7687 0.8879 -1.8248 0.54 0.03 0.75
N -1.2867 0.9378 -4.1348 0.18 -0.34 -0.22
N -0.0342 2.1529 -2.6059 0.26 0.24 0.12
N -0.3822 -2.4672 -2.8991 0.45 0.46 0.15
C 3.4311 5.0603 -2.6979 -0.64 -0.05 0.06
C 3.8882 2.1839 -3.5114 -0.03 -0.33 -0.02
C 2.4837 3.9163 -2.3139 -0.32 0.00 -0.36
C -2.4148 -5.2826 4.0983 -0.10 0.10 -0.05
C 4.2179 2.6239 -1.0582 -0.18 -0.03 -0.83
C -0.4065 -0.2418 0.4972 -0.13 -0.20 0.50
C 1.2715 3.9309 -3.2726 0.02 -0.31 1.02
C -1.8387 -4.6931 5.3690 -0.05 -0.20 -0.09
C -0.4861 -0.0431 4.1302 -0.07 -0.03 -0.10
C -1.5173 -0.5846 -1.7988 -0.31 -0.61 0.19
C 0.1241 -0.4195 2.8156 -0.23 -0.03 -0.23
C -1.2997 -1.1062 -0.3881 0.35 0.71 -0.32
C 3.1891 2.5621 -2.2185 0.74 0.29 0.38
C -1.0198 1.3847 -2.8676 -0.83 0.41 -0.65
C -0.3947 -0.9949 -2.7809 -0.14 -0.91 -0.15
C -0.6134 -0.4176 -4.1805 0.13 0.47 -0.17
C -3.0865 -2.6424 5.8461 -0.30 0.02 -0.05
C -4.3505 -3.4388 6.0728 0.12 -0.16 0.36
H 4.6166 1.4073 -3.3160 0.17 -0.26 0.01
H 3.2110 1.7971 -4.2660 -0.17 0.10 -0.19
H 4.4363 3.0244 -3.9174 0.11 0.19 -0.15
H -1.2444 -1.0586 -4.7794 -0.17 -0.20 -0.01
H 3.4421 5.1812 -3.7721 0.32 0.00 -0.32
H -1.9454 -4.8264 3.2261 0.06 -0.03 0.02
H 0.6156 -0.6182 0.4572 0.24 0.02 -0.02
H 0.1815 -2.8239 -2.1325 -0.20 -0.23 -0.01
H -2.2692 -1.1981 0.0756 -0.30 -0.03 0.22
H 0.1512 2.3796 -1.6276 0.24 0.09 -0.13
H -4.9000 -2.9760 6.8883 -0.03 0.14 -0.10
H 5.2105 2.6943 -1.4874 0.30 0.13 0.14
H 0.1689 -2.7035 -3.7211 -0.20 -0.07 -0.08
H 2.5003 1.7662 -1.9553 -0.46 -0.08 -0.03
H -3.4871 -5.1033 4.0211 -0.02 -0.06 0.05
H -0.9252 0.9414 4.0442 -0.08 0.32 0.07
H -0.4032 0.8080 0.1988 0.02 0.10 -0.21
H 0.5766 -0.6907 -2.3918 0.03 0.62 0.19
H 3.0563 5.9925 -2.2904 0.06 0.22 0.10
H 0.4433 4.4164 -2.7728 -0.29 0.39 -0.13
H 1.4480 4.4459 -4.2030 0.12 -0.31 -0.46
H 0.2556 -0.0308 4.9197 0.12 -0.06 0.16
H 2.0992 4.1503 -1.3249 -0.08 -0.07 0.31
H 0.9563 0.2321 2.5581 0.18 0.25 -0.06
H -0.8428 -2.0810 -0.4732 -0.26 -0.44 0.09
H -2.7519 1.0722 -2.0007 -0.14 -0.17 0.31
H 4.0508 3.4834 -0.4267 0.00 0.14 0.36
H 4.1800 1.7184 -0.4743 0.04 -0.25 0.30
H -1.2761 -0.7341 4.3878 -0.13 -0.16 0.21
H -2.2436 -6.3586 4.0655 0.02 0.00 0.01
H -0.7661 -4.8762 5.4066 0.02 0.11 0.02
H -4.1826 -4.4788 6.3412 0.00 -0.02 -0.14
H -2.2847 0.7482 -4.1209 -0.04 -0.07 -0.35
H 0.3354 -0.2993 -4.6824 0.26 0.01 -0.19
H 4.4310 4.8925 -2.3295 0.29 0.04 0.08
H 0.4949 -1.4446 2.8186 0.12 -0.19 0.03
H -4.9574 -3.3946 5.1696 0.00 0.00 -0.02
H -2.2641 -5.1454 6.2653 -0.05 0.03 -0.01
```
Forces are in eV/Å.

Calculated values
highest occupied orbital energy = -0.4333 Eh
HOMO-LUMO gap = 8.336 eV
M = 393.5 u
electronic energy = -36141.1366 eV
charge = +1